A:
An isolated molecule of C3H3N3O, computed with ωB97M-V/def2-TZVPD.

The geometry in XYZ format:
```
10
Properties=species:S:1:pos:R:3:lowdin_charge:R:1
O 2.6282 -0.4172 0.0961 0.126
C 1.9634 0.5571 0.0025 -0.044
N 0.2835 0.2786 -0.2066 -0.107
C -0.4225 -0.9009 0.0107 -0.072
C -1.7634 -0.4973 0.1068 -0.180
N -1.7782 0.8228 0.1023 -0.025
N -0.5365 1.3132 -0.0227 -0.027
H 1.9948 1.5836 -0.1730 0.107
H 0.3593 -1.7003 -0.0463 0.116
H -2.7286 -1.0398 0.1303 0.106
```

The SMILES is O=Cn1ccnn1. For the frontier orbital gap, the calculation gives 0.33994 Eh. As for the spin multiplicity: 1.

B:
A cluster of 2 separate species, C3H3N3O in total, computed with ωB97M-V/def2-TZVPD.

The geometry in XYZ format:
```
10
Properties=species:S:1:pos:R:3:lowdin_charge:R:1
N -0.7693 1.0461 0.0743 -0.001
C 0.0238 2.0349 0.2000 0.111
N -1.6549 -1.6193 1.3323 0.029
N -1.2083 -2.5514 1.7105 0.059
O 1.3225 -0.7612 0.6066 0.007
C 1.3158 -0.1894 -0.4624 -0.264
C 0.3111 0.8295 -0.8227 -0.275
H -1.5717 0.5867 0.4872 0.104
H 2.0639 -0.4230 -1.2505 0.120
H 0.1671 1.0470 -1.8752 0.109
```

For the frontier orbital gap, the calculation gives 0.38860 Eh. As for the spin multiplicity: 1.

C:
An isolated molecule of C3H3N3O, computed with ωB97M-V/def2-TZVPD.

The geometry in XYZ format:
```
10
Properties=species:S:1:pos:R:3:lowdin_charge:R:1
C 1.4997 0.0683 0.1016 -0.101
O 0.3754 -0.0251 0.9010 -0.108
N -0.8977 0.0055 0.1957 -0.057
C -1.4498 1.1830 -0.0481 -0.242
N -1.7460 2.2365 -0.3762 0.193
C -1.3900 -1.2228 -0.0781 -0.213
N -1.6432 -2.3423 -0.2691 0.186
H 2.2649 -0.4187 0.7445 0.108
H 1.6768 1.1012 -0.2600 0.090
H 1.3098 -0.5856 -0.9113 0.144
```

The SMILES is CON(C#N)C#N. For the frontier orbital gap, the calculation gives 0.39167 Eh. As for the spin multiplicity: 1.

D:
A cluster of 2 separate species, C3H3N3O in total, computed with ωB97M-V/def2-TZVPD.

The geometry in XYZ format:
```
10
Properties=species:S:1:pos:R:3:lowdin_charge:R:1
N -0.3721 0.8329 1.9030 0.193
C 0.4702 0.3450 1.1820 -0.157
C 1.3399 -0.2862 0.4026 -0.066
C 0.8350 -0.9079 -0.8249 -0.294
O -0.3408 -1.0248 -1.1005 -0.029
H -0.6510 1.8013 1.7669 0.093
H 2.3926 -0.3166 0.6588 0.101
H 1.6139 -1.2656 -1.5250 0.116
N -2.4930 0.7905 -0.8621 0.015
N -2.7947 0.0315 -1.6008 0.029
```

The SMILES is N=C=CC=O.N#N. For the frontier orbital gap, the calculation gives 0.37507 Eh. As for the spin multiplicity: 1.

Which of them is the least stable? Correct choice: C.